{
  "formula": "C12H12AlF6I2IrO5S",
  "method": "wB97M-V/def2-TZVPD",
  "species": ["Ir", "I", "I", "S", "Al", "F", "F", "F", "F", "F", "F", "O", "O", "O", "O", "O", "C", "C", "C", "C", "C", "C", "C", "C", "C", "C", "C", "C", "H", "H", "H", "H", "H", "H", "H", "H", "H", "H", "H", "H"],
  "xyz": [[-0.32372, 2.03129, -0.80747], [2.34396, 2.20417, -0.08334], [4.55050, 0.63067, -0.59559], [0.27187, -0.15490, -1.35105], [0.30611, -1.46314, 0.68589], [1.86090, -2.31617, 2.45569], [-0.09269, 1.88160, 3.75002], [1.72230, -1.99943, 4.65067], [-1.32274, 0.08336, 3.78603], [0.15644, 0.43609, 5.41992], [-0.10082, -2.34026, 3.46392], [-2.87190, -3.62018, -1.03672], [0.53302, -0.08182, 1.83699], [-2.39407, 1.82531, 1.37588], [-2.47112, -2.44018, 1.48170], [-1.39243, 4.70426, -1.78284], [-0.41591, -0.05126, -3.11955], [0.17822, 1.11086, -3.91195], [-1.49979, 1.91090, 0.63799], [-1.92070, 0.04177, -2.95516], [-0.08748, 0.55440, 4.06513], [1.10111, -1.69800, 3.48796], [-2.31596, -2.89250, -1.72282], [2.33402, 0.41349, 3.51090], [-1.37657, -2.24582, 1.13741], [-0.84352, 3.72462, -1.43780], [0.12105, -1.29727, -3.79214], [0.98066, -0.18160, 3.17418], [2.50957, 0.28519, 4.58908], [-0.25961, 1.04590, -4.92496], [-2.14625, 0.95358, -2.37264], [1.21441, -1.22202, -3.78996], [-0.19168, -1.29535, -4.84153], [3.13767, -0.09894, 2.96602], [-0.15822, -2.25744, -3.35105], [-2.31800, -0.84475, -2.43334], [1.26979, 0.95847, -3.98040], [2.32261, 1.48136, 3.27800], [-2.36708, 0.11930, -3.96136], [-0.04397, 2.10444, -3.50171]],
  "forces_ev_per_angstrom": [[3.077, -1.797, -0.468], [1.046, 0.379, 0.083], [-0.210, 0.415, 0.095], [0.516, -0.237, 1.272], [1.820, 3.429, 0.989], [-1.121, 0.569, -0.467], [0.253, -1.284, 0.081], [-1.134, 0.669, -2.306], [0.757, 0.161, 0.218], [-0.303, -0.027, -2.834], [0.879, 0.433, -0.469], [1.328, 1.732, -1.914], [0.045, -1.807, -2.156], [3.741, 0.363, -2.917], [6.428, 1.068, -1.872], [3.056, -4.880, 1.775], [-0.637, -1.226, -2.349], [0.728, 0.131, 0.779], [-5.745, -0.546, 5.564], [-0.035, -0.182, 0.310], [-0.703, 0.417, 1.730], [0.281, -1.099, 2.803], [-1.437, -2.345, 1.901], [0.201, 0.321, -0.423], [-8.308, -2.146, 2.708], [-4.225, 7.438, -3.058], [0.400, -0.548, -0.078], [0.215, -0.553, 1.447], [0.016, 0.139, -0.351], [0.158, 0.042, 0.414], [-0.351, -0.063, -0.228], [-0.133, -0.223, -0.182], [-0.076, -0.051, 0.106], [-0.115, 0.133, 0.133], [-0.199, 0.240, -0.008], [0.027, 0.750, -0.409], [-0.444, 0.384, -0.198], [0.143, -0.113, 0.115], [0.055, -0.001, 0.369], [0.009, -0.085, -0.209]],
  "total_charge": 4,
  "e_lumo_ev": [-17.066, -18.122],
  "total_energy_ev": -75602.48156,
  "spin_multiplicity": 5,
  "relative_energy_kj_mol": 168.1
}